A gas-phase ion, HN2O4S (charge -1) at a distorted geometry, computed with wB97M-V/def2-TZVPD.

Bonds (Å) are listed after each position.
Element x y z (Å)
1 S 1.54956 0.43213 0.29978  O2 1.423, O5 1.473, N6 1.815
2 O 2.35599 -0.73969 0.34256  S1 1.423
3 O -1.69744 1.01224 1.00557  N7 1.184
4 O -2.08648 -0.36373 -0.72893  N7 1.224
5 O 1.39465 0.95643 -1.06796  S1 1.473
6 N 0.00797 -0.51659 0.43400  S1 1.815, N7 1.667, H8 1.013
7 N -1.48775 0.17913 0.19068  O3 1.184, O4 1.224, N6 1.667
8 H -0.03651 -0.95991 -0.47570  N6 1.013

Results
2S+1: 1
energy relative to the best compared isomer or geometry (same formula, charge and spin): 223.1 kJ/mol
net charge: -1

***

2 unconnected molecules or ions with the total composition C44H39N2O3 at a distorted geometry, computed with wB97M-V/def2-TZVPD.

Bonds (Å) are listed after each position.
Element x y z (Å)
1 O -11.51474 1.34334 -4.22663  C22 1.250
2 O -3.89614 -3.34587 -2.76650  C21 1.224
3 O -3.53870 -1.12857 -3.18851  C16 1.442, C21 1.359
4 N -3.59926 -1.96105 -0.11316  C13 1.274, C33 1.309
5 N -7.25975 -6.82399 -4.60793  C28 1.457, C32 1.463, C40 1.398
6 C -7.79227 -0.04714 -5.99104  C8 1.393, C47 1.422, H88 1.091
7 C -2.42460 -2.52961 1.88752  C31 1.410, C33 1.466, C45 1.404
8 C -7.22503 0.39792 -7.18276  C6 1.393, C24 1.399, H87 1.091
9 C -6.70730 -3.42144 -3.23597  C29 1.383, C44 1.413, H78 1.086
10 C -4.13671 2.04524 1.34883  C15 1.393, C18 1.398, H79 1.086
11 C -8.43227 -5.56089 -2.89769  C12 1.381, C40 1.415, H76 1.091
12 C -8.61261 -4.41706 -2.14471  C11 1.381, C44 1.430, H55 1.091
13 C -4.37363 -1.65843 -1.07908  N4 1.274, C21 1.498, H68 1.102
14 C -9.57515 0.00083 -4.24064  C22 1.482, C23 1.374, C47 1.469
15 C -4.21244 0.67612 1.10317  C10 1.393, C38 1.401, H86 1.088
16 C -3.40064 -1.50596 -4.57361  O3 1.442, C48 1.517, H57 1.106, H82 1.112
17 C -2.11820 0.38449 2.29379  C27 1.398, C38 1.421, H71 1.095
18 C -3.08348 2.58715 2.09204  C10 1.398, C27 1.400, H54 1.089
19 C -9.07509 1.93203 -7.48521  C24 1.402, C35 1.396, H59 1.092
20 C -7.92046 -1.99812 -1.64952  C36 1.426, C44 1.450, H67 1.095
21 C -3.92789 -2.17418 -2.41264  O2 1.224, O3 1.359, C13 1.498
22 C -10.72309 0.64394 -3.55857  O1 1.250, C14 1.482, C25 1.495
23 C -9.01607 -1.08748 -3.61457  C14 1.374, C36 1.424, H62 1.091
24 C -7.85434 1.40210 -7.92721  C8 1.399, C19 1.402, H73 1.089
25 C -10.86111 0.39100 -2.09181  C22 1.495, C26 1.473, C41 1.385
26 C -11.90033 1.13072 -1.35449  C25 1.473, C30 1.413, C42 1.419
27 C -2.10678 1.74086 2.63126  C17 1.398, C18 1.400, H74 1.095
28 C -6.58012 -7.94334 -3.96864  N5 1.457, H61 1.101, H64 1.113, H65 1.096
29 C -6.53196 -4.55318 -4.01047  C9 1.383, C40 1.407, H75 1.091
30 C -12.74904 2.06370 -1.99053  C26 1.413, C46 1.391, H52 1.084
31 C -2.59024 -2.40996 3.28215  C7 1.410, C43 1.386, H84 1.094
32 C -7.15575 -6.76299 -6.06624  N5 1.463, H58 1.099, H60 1.110, H63 1.105
33 C -3.10510 -1.55513 1.02878  N4 1.309, C7 1.466, C38 1.472
34 C -0.86849 -4.06011 3.60551  C39 1.403, C43 1.401, H69 1.089
35 C -9.66469 1.44515 -6.31699  C19 1.396, C47 1.409, H56 1.088
36 C -8.93849 -1.16140 -2.19449  C20 1.426, C23 1.424, C41 1.435
37 C -12.95434 1.83436 0.75530  C42 1.399, C49 1.402, H72 1.092
38 C -3.15640 -0.15859 1.49022  C15 1.401, C17 1.421, C33 1.472
39 C -0.77059 -4.25154 2.21877  C34 1.403, C45 1.400, H51 1.093
40 C -7.40030 -5.65024 -3.86149  N5 1.398, C11 1.415, C29 1.407
41 C -9.92307 -0.41323 -1.46653  C25 1.385, C36 1.435, H77 1.087
42 C -12.09100 0.99310 0.04506  C26 1.419, C37 1.399, H50 1.088
43 C -1.79252 -3.15188 4.13884  C31 1.386, C34 1.401, H70 1.089
44 C -7.74058 -3.29134 -2.28084  C9 1.413, C12 1.430, C20 1.450
45 C -1.60091 -3.53184 1.35104  C7 1.404, C39 1.400, H83 1.095
46 C -13.58958 2.92519 -1.29256  C30 1.391, C49 1.401, H81 1.091
47 C -9.03964 0.45785 -5.53003  C6 1.422, C14 1.469, C35 1.409
48 C -2.96638 -0.29049 -5.37088  C16 1.517, H53 1.098, H66 1.101, H80 1.100
49 C -13.68612 2.83638 0.10239  C37 1.402, C46 1.401, H85 1.093
50 H -11.54990 0.22396 0.59278  C42 1.088
51 H -0.04631 -4.95290 1.79540  C39 1.093
52 H -12.72555 2.14662 -3.07081  C30 1.084
53 H -1.87227 -0.20054 -5.35193  C48 1.098
54 H -3.01289 3.66206 2.25446  C18 1.089
55 H -9.42883 -4.35684 -1.42298  C12 1.091
56 H -10.61706 1.85161 -5.98415  C35 1.088
57 H -2.66863 -2.33003 -4.66730  C16 1.106
58 H -7.00083 -7.79801 -6.40078  C32 1.099
59 H -9.57215 2.71815 -8.05804  C19 1.092
60 H -6.31786 -6.12388 -6.41517  C32 1.110
61 H -7.09595 -8.18661 -3.02647  C28 1.101
62 H -8.51672 -1.86677 -4.19140  C23 1.091
63 H -8.11497 -6.37910 -6.45931  C32 1.105
64 H -5.51081 -7.73000 -3.74519  C28 1.113
65 H -6.64600 -8.78150 -4.67200  C28 1.096
66 H -3.27103 -0.45148 -6.41656  C48 1.101
67 H -7.49877 -1.79407 -0.65946  C20 1.095
68 H -5.16047 -0.88807 -1.10729  C13 1.102
69 H -0.20569 -4.60831 4.27389  C34 1.089
70 H -1.88491 -3.00255 5.21375  C43 1.089
71 H -1.32531 -0.29411 2.62618  C17 1.095
72 H -13.06611 1.70180 1.83304  C37 1.092
73 H -7.40304 1.74542 -8.85710  C24 1.089
74 H -1.31771 2.13238 3.28237  C27 1.095
75 H -5.70628 -4.65783 -4.71585  C29 1.091
76 H -9.12509 -6.40121 -2.83155  C11 1.091
77 H -9.96333 -0.50802 -0.38484  C41 1.087
78 H -6.03973 -2.57332 -3.35738  C9 1.086
79 H -4.91215 2.69031 0.94629  C10 1.086
80 H -3.38407 0.64728 -4.97598  C48 1.100
81 H -14.17403 3.65530 -1.85346  C46 1.091
82 H -4.38326 -1.85776 -4.95696  C16 1.112
83 H -1.59425 -3.68881 0.26742  C45 1.095
84 H -3.34886 -1.72498 3.67178  C31 1.094
85 H -14.35243 3.49949 0.66025  C49 1.093
86 H -5.09234 0.26152 0.61663  C15 1.088
87 H -6.29497 -0.05056 -7.53427  C8 1.091
88 H -7.24440 -0.76287 -5.37603  C6 1.091

Results
2S+1: 1
net charge: -1

***

Highest occupied orbital energy, record by record: -4.36 -2.46 eV
Orbital gap, record by record: 8.417 3.071 eV
E_tot, record by record: -809.183807 -2035.201822 Eh